# C29H68N3O11

A cluster of 4 separate species, C29H68N3O11 in total in a non-equilibrium geometry (wB97M-V/def2-TZVPD, the Open Molecules 2025 dataset).

XYZ file:
```
111
C29H68N3O11, DFT wB97M-V/def2-TZVPD
O -1.3707 -0.1800 -2.7999
O -1.3368 7.6283 -3.9533
O -1.8455 -3.1557 -2.4078
O -3.3689 -11.5115 3.2521
O 4.6510 9.4681 0.0825
O -0.7646 -1.4789 -0.0934
O 3.7047 11.8122 -1.6338
O 1.3052 6.3919 -3.1016
O -0.2223 -10.1491 4.6775
O 5.7933 12.2752 0.5242
O -1.2189 4.6621 -3.2294
N -3.8254 -9.7418 1.6966
N -3.2714 -7.5919 3.6756
N -2.2005 -8.0693 0.9961
C -2.1241 -1.8062 -0.4017
C 3.5279 10.3319 0.2898
C -0.2164 -6.5035 0.7592
C -1.5363 5.7760 -2.3874
C -0.1730 -0.0148 -2.0402
C -1.8748 -6.6482 0.5966
C 5.8263 10.0542 -0.4905
C 0.3536 -7.7171 1.7513
C 2.0555 6.3681 -1.8961
C 2.1967 -9.5192 4.4724
C -2.5032 -9.1548 5.5220
C 0.1208 -1.2654 -1.1996
C -3.6710 -8.2895 1.2679
C 1.1964 5.1125 -3.7263
C -0.2292 4.8737 -4.2436
C -1.1346 -4.3318 -2.7689
C -2.1997 0.9731 -2.8024
C 5.7672 12.7927 1.8465
C 0.7847 -9.3098 5.3440
C 2.8707 10.8580 -0.9907
C 3.7505 11.6665 -3.0465
C -1.9087 7.9880 -5.2033
C -2.3260 -3.1702 -1.0704
C -4.2556 -7.3886 2.5456
C -3.4113 -9.0486 4.1656
C -2.2363 6.9423 -3.0931
C -3.0106 -10.0834 2.9621
C 6.5513 11.0713 0.4021
C -1.4092 -10.3731 5.5478
H -1.8265 -3.9449 -0.4729
H 5.6108 10.4632 -1.4727
H -3.4031 -6.9194 4.4619
H -0.9728 -10.4010 6.6589
H -0.5439 5.6541 -4.9295
H -1.8860 -11.4569 5.3961
H 0.1869 -2.1571 -1.8152
H 0.3372 -8.7606 1.2167
H 2.8462 12.0889 -3.4951
H -2.5399 8.8740 -5.0841
H 0.0151 -5.5034 1.3253
H -1.0956 8.2203 -5.8967
H -2.6455 -1.8269 0.5611
H -0.5531 -4.1163 -3.6697
H 1.0508 -9.6233 6.4395
H 0.3431 -6.6111 -0.2671
H -2.4884 7.1629 -5.6298
H 6.7429 10.6181 1.3813
H -2.8138 -12.0122 2.5548
H 3.7910 11.1425 0.9720
H -3.3938 -3.3976 -1.1118
H -5.2743 -7.8946 2.8652
H 0.6414 0.1434 -2.7496
H 2.7861 9.7250 0.8197
H -2.1274 -6.3725 -0.5148
H -0.2139 3.9482 -4.8299
H -1.9773 -8.1188 5.7274
H 4.9332 13.4970 1.9162
H 7.5074 11.3353 -0.0536
H -4.3718 -8.0870 0.3386
H -1.8798 -10.0921 2.6619
H -2.3248 -5.8182 1.2878
H -0.4355 -4.6336 -1.9822
H 4.6217 12.2131 -3.4182
H 1.8941 -9.6297 3.3362
H 1.4795 -7.5216 2.0951
H -2.5827 7.6608 -2.3465
H 1.9363 11.3634 -0.7357
H 1.8925 5.1023 -4.5670
H 5.5997 12.0024 2.5848
H -1.8378 -5.1422 -2.9836
H 6.5136 9.2177 -0.6587
H -3.5054 -10.4000 0.9346
H -4.3863 -6.2654 2.2126
H -3.2021 0.6665 -3.1148
H -2.5895 -1.0019 -0.9746
H -2.2238 5.3838 -1.6304
H 6.6987 13.3224 2.0597
H -1.8154 1.7090 -3.5126
H -4.5511 -9.2199 4.4771
H 1.4683 4.3059 -3.0361
H 3.1246 6.3539 -2.1207
H 2.6772 -10.5289 4.8317
H 2.6415 10.0133 -1.6545
H 1.1133 -1.1348 -0.7542
H -3.2416 -9.3217 6.4408
H 1.8216 7.2779 -1.3357
H 0.4255 -8.1791 5.2557
H 2.9135 -8.5913 4.6436
H -4.8385 -9.9440 1.9460
H -3.1077 6.5629 -3.6439
H 1.7853 5.5118 -1.2706
H -1.9974 -8.6487 0.1300
H 3.8640 10.6168 -3.3364
H -0.2359 0.8565 -1.3786
H -0.6503 6.1062 -1.8418
H -2.2809 1.4125 -1.8035
H -0.2600 -7.7992 2.7633
```

2S+1	1
gap between HOMO and LUMO	6.60	eV
highest occupied orbital energy	-9.762	eV
charge	+1


# C20H25As2CoN3S4

A structure of composition C20H25As2CoN3S4 in a non-equilibrium geometry (wB97M-V/def2-TZVPD, the Open Molecules 2025 dataset).

XYZ file:
```
55
C20H25As2CoN3S4, DFT wB97M-V/def2-TZVPD
As 1.6670 -1.3432 0.6675
As -0.0313 -2.5908 -1.9988
Co 0.0188 0.3945 -0.0082
S 1.0416 1.9236 1.5111
S -2.0384 1.4841 -0.2112
S 0.2690 1.4306 4.3426
S -0.8719 -0.1620 2.1260
N -1.4619 1.6063 -2.9214
N 0.5956 1.1546 -1.8433
N -3.4373 2.3221 -2.3172
C 0.9779 -5.3907 1.6919
C -2.1454 2.0234 -4.0714
C -4.5522 2.6862 -1.4723
C 0.3945 -3.7394 -0.4799
C 0.1492 1.0946 2.7190
C -2.2808 1.8003 -1.8303
C 0.3398 0.6129 -4.1624
C 3.4105 -1.5882 -0.2187
C 2.4907 0.4805 -3.1581
C 2.3276 -1.2230 2.4936
C 0.0254 -5.0811 -0.4798
C 0.8615 -3.6826 -3.3810
C -3.3529 2.4577 -3.6878
C 1.6814 0.3107 -4.2734
C 1.3528 -4.0564 1.7026
C 1.9064 0.8924 -1.9816
C -1.8633 -3.2139 -2.3620
C 1.0824 -3.2179 0.6237
C -0.1552 1.0857 -2.9487
C 0.3148 -5.9089 0.5914
H -5.2874 3.2239 -2.0650
H -1.6969 2.0235 -5.0459
H 3.5567 0.3091 -3.2076
H 3.1478 -1.9232 2.6542
H -5.0072 1.7967 -1.0357
H -0.5056 -5.4974 -1.3284
H 2.4988 1.0631 -1.0918
H 2.6861 -0.2103 2.6672
H 4.0189 -0.6928 -0.0845
H -0.3140 0.4999 -5.0143
H 2.0941 -0.0273 -5.2139
H 1.9418 -3.6115 -3.2522
H 1.2115 -6.0181 2.5423
H -1.9073 -4.2928 -2.5054
H -2.5123 -2.9387 -1.5312
H -2.2351 -2.7294 -3.2661
H 0.5628 -4.7268 -3.3008
H -4.2022 3.3166 -0.6560
H 3.9259 -2.4363 0.2291
H 0.0198 -6.9502 0.5666
H 1.8711 -3.6664 2.5682
H 1.5189 -1.4225 3.1925
H -4.1530 2.8713 -4.2756
H 3.2711 -1.7693 -1.2848
H 0.6071 -3.3147 -4.3758
```

relative energy (zero: lowest compared OMol25 entry of this formula, charge and spin)	158.7	kJ/mol
2S+1	2
<S²>	0.84
gap between HOMO and LUMO (alpha / beta)	5.59 / 5.95	eV
highest occupied orbital energy (alpha / beta)	-6.251 / -6.441	eV
charge	0


# C2HCl3I2

A structure of composition C2HCl3I2 in a non-equilibrium geometry (wB97M-V/def2-TZVPD, the Open Molecules 2025 dataset).

XYZ file:
```
8
C2HCl3I2, DFT wB97M-V/def2-TZVPD
I -1.6569 -0.0123 2.3444
I 2.4387 0.7964 2.2533
Cl -1.3802 -1.6690 -1.3432
Cl 1.3514 -1.1243 -0.7688
Cl -0.1209 -2.7172 1.8831
C -0.4638 -1.2106 1.2151
C -0.3085 -0.8613 -0.1319
H -0.4816 0.2504 -0.0474
```

relative energy (zero: lowest compared OMol25 entry of this formula, charge and spin)	204.1	kJ/mol
2S+1	1
gap between HOMO and LUMO (alpha / beta)	4.38 / 4.32	eV
highest occupied orbital energy (alpha / beta)	-8.179 / -8.143	eV
charge	0


# C30H62BFIN2O8S

A cluster of 2 separate species, C30H62BFIN2O8S in total in a non-equilibrium geometry (wB97M-V/def2-TZVPD, the Open Molecules 2025 dataset).

XYZ file:
```
106
C30H62BFIN2O8S, DFT wB97M-V/def2-TZVPD
I -4.9771 -3.5400 -5.8253
S -5.4322 -3.4802 -0.6196
F -2.2914 -0.6677 -2.7956
O -0.9108 -1.2507 -1.1068
O 5.5540 5.2053 6.3862
O -0.5146 -8.4553 0.0079
O -5.7956 1.6676 -2.5664
O -1.2443 1.0640 0.6564
O 1.7410 4.9790 3.8512
O 0.6450 -6.8566 -1.0214
O -3.5682 1.8119 -3.1344
N -2.8279 0.0352 -0.6617
N 4.3285 6.7233 4.1461
C 3.9841 -2.8729 -2.2929
C 0.6214 1.6800 2.0561
C 0.3064 -5.5201 -1.4088
C 2.6139 -0.7036 -2.2827
C 3.0673 7.0317 3.4836
C -2.3348 -3.5613 -1.9346
C 3.5482 -1.5782 -4.4204
C 1.4894 -0.8337 -1.2424
C 2.1379 1.7464 1.8425
C -4.7486 -2.2754 -3.1342
C -0.1845 2.0326 0.8086
C 2.3640 4.2142 4.8678
C -7.0308 -3.4024 -3.5847
C 6.4593 4.4517 5.6057
C 0.1531 -0.8098 -1.9829
C -0.6781 -4.8507 -0.4545
C -2.2073 -1.0733 -1.4932
C -2.1224 -4.7679 -0.9895
C -2.0144 1.2877 -0.4691
C -4.2601 0.3532 -1.0152
C 2.9611 -1.9900 -3.0574
C 1.6494 -2.0229 -0.3002
C -3.0013 -2.3588 -1.2512
C 1.7967 6.3864 4.0253
C 4.4103 7.1597 5.5341
C -0.3982 -7.7005 -0.9011
C -5.1473 -0.9040 -1.0397
C 5.6503 6.6138 6.2070
C -4.5144 -2.2107 -1.5852
C -5.5016 -3.4795 -3.7066
B -4.5095 1.3063 -2.3011
H 0.2094 -1.4758 -2.8465
H 2.9297 8.1175 3.4910
H 2.3268 0.0692 -3.0056
H -1.3650 -3.2862 -2.3522
H 1.4949 -2.9739 -0.8092
H 6.3951 3.4184 5.9427
H -2.7833 -4.7072 -0.1248
H 0.3090 2.2934 2.8994
H -2.3621 -5.6889 -1.5240
H 6.5473 6.8712 5.6366
H 3.4113 4.0056 4.6318
H -6.3969 1.6171 -1.8141
H 0.3544 0.6526 2.3171
H 1.2611 -4.9983 -1.4382
H 6.2152 4.4882 4.5375
H 4.0873 -2.4055 -4.8818
H -3.7778 -2.2402 -3.6207
H 3.5453 6.8369 6.1300
H -2.7258 1.3495 -3.1596
H -5.5144 -1.0884 -0.0252
H 0.9552 -1.9350 0.5353
H -0.0850 -5.5117 -2.4350
H -1.1502 -7.6375 -1.7039
H 2.5265 0.7849 1.5072
H 7.4872 4.7998 5.7418
H 1.6162 6.6414 5.0757
H -0.6778 -5.3641 0.5086
H 5.7390 7.0661 7.1982
H -2.8407 -0.3549 0.2891
H -5.1177 -4.4252 -3.3379
H 3.5129 -3.7712 -1.8966
H -6.0275 -0.7070 -1.6453
H 0.4513 2.0212 -0.0793
H -4.9190 -4.6005 -1.1442
H -7.5318 -3.7550 -4.4800
H -7.3473 -2.3896 -3.3398
H -1.4326 1.5199 -1.3625
H -2.9345 -3.9011 -2.7776
H -7.3551 -4.0488 -2.7676
H 2.7701 -1.2658 -5.1187
H 0.9560 6.7904 3.4554
H 1.8371 3.2598 4.9243
H -2.7242 2.1006 -0.2844
H 2.4382 2.5462 1.1667
H 4.4843 5.7242 4.1077
H -0.6512 3.0152 0.9250
H 4.4236 -2.3200 -1.4627
H 4.8071 -3.1588 -2.9446
H 1.5290 0.0632 -0.6200
H -0.0161 0.2102 -2.3302
H 2.6599 -2.0262 0.1084
H -4.5908 0.9472 -0.1575
H 3.1685 6.7344 2.4363
H 3.5054 -0.3364 -1.7710
H 4.2584 -0.7611 -4.2807
H 2.0493 -2.5642 -3.2457
H 2.3057 4.7020 5.8433
H 4.4431 8.2527 5.5607
H -5.2735 -1.3815 -3.4783
H -0.3618 -3.8273 -0.2402
H 2.6142 1.9416 2.8040
H -2.9291 -2.5165 -0.1680
```

2S+1	1
gap between HOMO and LUMO	7.61	eV
highest occupied orbital energy	-10.245	eV
charge	+1


# C6H2N2

An isolated molecule of C6H2N2 in a non-equilibrium geometry (wB97M-V/def2-TZVPD, the Open Molecules 2025 dataset).

XYZ file:
```
10
C6H2N2, DFT wB97M-V/def2-TZVPD
N 3.4894 -2.4985 -0.2222
N 3.5207 2.5753 0.1645
C 1.3491 -1.3994 0.3484
C 2.5094 1.9999 0.1330
C 1.4875 1.2127 -0.2626
C 0.3210 -0.6455 0.4712
C 2.4878 -1.9416 -0.0780
C 0.5038 0.5218 -0.5775
H -0.6089 -0.4446 1.1423
H -0.1873 0.5474 -1.3580
```

relative energy (zero: lowest compared OMol25 entry of this formula, charge and spin)	338.6	kJ/mol
2S+1	1
gap between HOMO and LUMO (alpha / beta)	7.43 / 7.60	eV
highest occupied orbital energy (alpha / beta)	-9.050 / -9.148	eV
charge	0


# C36H48N10O

A cluster of 6 separate species, C36H48N10O in total in a non-equilibrium geometry (wB97M-V/def2-TZVPD, the Open Molecules 2025 dataset).

XYZ file:
```
95
C36H48N10O, DFT wB97M-V/def2-TZVPD
O 2.5334 -1.3674 0.2503
N -1.4205 3.1720 -4.8580
N 1.5208 2.5980 1.4664
N -0.0079 4.1131 0.5040
N -3.1157 -2.9197 6.4022
N 6.6381 -0.8397 -0.7607
N 1.1884 -4.8029 2.2477
N 0.3910 0.6033 -3.6150
N 2.3989 4.1969 0.0196
N -2.9382 0.7255 -2.6077
N -4.6102 -1.2630 -7.5398
C -0.3171 -3.9937 3.6495
C 1.2109 3.3322 0.2635
C 0.8152 -3.5850 1.7480
C 1.0774 2.5347 -1.0467
C 0.2377 0.9039 -2.5251
C -1.8011 0.9598 0.5730
C -5.4897 -1.4658 -5.5206
C -2.0430 5.2130 -4.2654
C -2.5698 -0.2734 2.9928
C 0.5033 -5.0611 3.4037
C 4.1142 -1.8444 2.0076
C -2.2340 5.0655 -5.6648
C -2.7700 -2.1598 7.4871
C -1.5429 4.0249 -3.7991
C -1.3577 1.5984 -0.7352
C -2.3316 -0.3266 0.5915
C 8.7819 -1.3615 -0.5919
C -4.2406 -0.7955 -5.4051
C 0.6672 0.0345 -0.3554
C 0.1700 1.2837 -1.1089
C 7.5137 -1.7889 -0.3060
C -4.4370 -3.2670 6.4848
C -0.1215 -3.0560 2.5964
C -3.8835 -2.0172 8.2701
C -2.0728 1.0245 2.9818
C -4.9424 -2.7208 7.6334
C 2.1116 -0.3644 -0.6524
C -1.8430 3.7940 -5.9965
C 8.6683 -0.1022 -1.2413
C -2.2506 1.0976 -1.7793
C 7.3350 0.1925 -1.3289
C -5.6896 -1.7393 -6.8476
C -3.7239 -0.6865 -6.6680
C -2.7085 -0.9316 1.7769
C -1.7014 1.6314 1.7866
C 3.0593 -0.8839 1.4676
H -2.8054 -0.2496 -7.0211
H -2.2527 6.0868 -3.6710
H 0.0482 4.4895 1.4446
H 2.1968 1.8801 1.2464
H -6.5028 -2.2282 -7.3563
H -1.8307 3.2822 -6.9431
H -1.0760 2.2274 -4.8017
H -3.9348 -1.4710 9.1967
H -1.3362 2.6459 1.8148
H 6.8240 1.0437 -1.7451
H 0.5609 0.1442 0.7175
H -2.4948 -3.1821 5.6591
H 1.8654 -5.4140 1.8302
H 2.1585 -0.7913 -1.6525
H 1.2439 -3.2007 0.8409
H -4.4861 -1.3278 -8.5324
H 0.6687 3.2382 -1.7725
H 0.0503 -0.7965 -0.6884
H 2.2716 -0.7976 2.2201
H -2.6169 5.8051 -6.3474
H 2.3774 4.9393 0.7105
H 3.9135 -2.8578 1.6862
H -6.1644 -1.7164 -4.7191
H 2.8140 0.4714 -0.6341
H 2.2923 4.6440 -0.8874
H 3.5217 0.1015 1.3677
H -1.5196 2.6692 -0.7362
H 2.0773 2.3057 -1.3950
H 0.6981 2.1566 1.8610
H -0.9829 -3.8962 4.4911
H 4.1182 -1.7567 3.0888
H 5.6385 -0.8925 -0.6884
H 9.4737 0.5152 -1.6016
H -3.7781 -0.4361 -4.5014
H -1.2680 3.7150 -2.8050
H -3.1200 -1.9295 1.7841
H -5.9575 -2.8146 7.9804
H 7.1595 -2.6823 0.1791
H 0.6585 -5.9758 3.9495
H -2.4671 -0.8958 -0.3161
H 9.6908 -1.8909 -0.3608
H -2.8413 -0.7372 3.9282
H 5.0937 -1.5018 1.6865
H -1.7666 -1.7890 7.6076
H -0.0237 4.8844 -0.1492
H -1.9567 1.5777 3.9014
H -4.9009 -3.8699 5.7233
H -0.6117 -2.1026 2.4772
```

SMILES	CCOCC[C@](C#N)(CC(N)(N)N)[C@@H](C#N)c1ccccc1.c1cc[nH]c1.c1cc[nH]c1.c1cc[nH]c1.c1cc[nH]c1.c1cc[nH]c1
2S+1	1
gap between HOMO and LUMO	8.26	eV
highest occupied orbital energy	-7.890	eV
charge	0


Short version: DFT total energy = -58150.7038 -228261.0672 -55855.3400 -73800.1138 -9227.2716 -55057.0662 eV, in the order given.